Entry 1:
ORCA calculation (the ωB97M-V functional and the def2-TZVPD basis) on C23H17BrCuN4 as an isolated structure in a non-equilibrium geometry.

The geometry in ORCA input format:
```
! RIJCOSX wB97M-V def2-TZVPD def2/J DEFGRID3
* xyz 0 2
Cu 0.41567 0.29932 -0.71553
C -2.70695 -2.21459 -2.66872
C -1.83429 -1.15844 -2.57584
N -0.75000 -1.14991 -1.77820
C -0.45565 -2.20281 -0.97772
C -1.30535 -3.34486 -1.05675
C -2.42962 -3.32923 -1.89775
C -1.04021 -4.50225 -0.32564
C 0.08552 -4.55866 0.46770
C 0.91751 -3.44300 0.56564
C 0.66837 -2.21200 -0.08580
N 1.49956 -1.10887 0.01043
C 1.90533 -0.60971 1.23165
C 2.62028 -1.37428 2.18019
C 2.96222 -0.90661 3.44887
C 2.66519 0.39504 3.79617
C 2.10187 1.24633 2.84514
C 1.90779 2.59636 3.17776
C 1.41480 3.48201 2.23569
C 1.14381 2.97968 0.98554
N 1.31354 1.68906 0.64348
C 1.75189 0.77785 1.54570
H -3.56706 -2.17461 -3.32267
H -1.97509 -0.25039 -3.15182
H -3.08810 -4.18994 -1.95607
H -1.68406 -5.37182 -0.39468
H 0.33895 -5.46516 1.00646
H 1.80937 -3.59165 1.15211
H 2.97699 -2.36220 1.92562
H 3.47246 -1.56357 4.14430
H 2.92884 0.75396 4.78507
H 2.15521 2.96182 4.16948
H 1.26025 4.52763 2.46340
H 0.76766 3.61006 0.18747
Br -2.85982 0.02988 -1.02823
C -2.02948 1.63987 -1.59033
C -2.82009 2.65301 -2.11429
C -2.19938 3.83007 -2.52345
C -0.82029 3.95184 -2.39517
C -0.11479 2.88599 -1.86033
N -0.68830 1.73292 -1.45506
H -3.89444 2.53762 -2.20566
H -2.78674 4.64447 -2.93837
H -0.30630 4.85539 -2.70444
H 0.96389 2.93296 -1.73998
H -0.69096 0.07141 0.49461
*
```

## Properties
Kohn-Sham gap (alpha / beta)	6.3235 / 6.4427	eV
E_HOMO (alpha / beta)	-6.35 / -6.56	eV

=====

Entry 2:
ORCA calculation (the ωB97M-V functional and the def2-TZVPD basis) on C4H4Br2O2S as an isolated structure in a non-equilibrium geometry.

The geometry in ORCA input format:
```
! RIJCOSX wB97M-V def2-TZVPD def2/J DEFGRID3
* xyz 0 1
C -1.92991 0.22620 -1.04108
C 0.74412 0.77929 1.71688
C -1.11829 -0.65328 -0.53590
C 1.32523 0.25803 0.67689
O 1.25267 -1.94743 -0.85068
O 0.99587 0.20746 -1.95011
S 0.73857 -0.61068 -0.75947
Br -1.64047 -2.06855 0.56511
Br 3.12098 0.52166 0.44131
H -2.98400 0.55829 -0.76850
H -1.52661 0.96184 -1.75415
H 1.32347 1.19918 2.42626
H -0.30164 0.56797 1.83343
*
```

## Properties
Kohn-Sham gap	10.2076	eV
E_HOMO	-10.21	eV

=====

Entry 3:
ORCA calculation (the ωB97M-V functional and the def2-TZVPD basis) on C20H28F12N6O8S4V as an isolated structure in a non-equilibrium geometry.

The geometry in ORCA input format:
```
! RIJCOSX wB97M-V def2-TZVPD def2/J DEFGRID3
* xyz 1 3
V 10.67499 10.38918 -28.17759
C 8.39496 13.88780 -28.18006
F 9.08727 14.51913 -27.25304
F 7.29268 14.53228 -28.46944
F 9.13521 13.76569 -29.28053
S 7.96930 12.15931 -27.48811
O 8.67067 12.05563 -26.24452
O 6.54646 12.02330 -27.50902
N 8.79286 11.09004 -28.54085
S 7.91142 10.83609 -29.90121
O 7.17553 11.98220 -30.33856
O 8.76281 10.16035 -30.84491
C 6.64432 9.53636 -29.33982
F 5.42756 10.01688 -29.33997
F 6.71029 8.50551 -30.17733
F 6.97546 9.10079 -28.11886
C 14.84276 10.44265 -28.86518
F 14.63385 11.42706 -28.01229
F 14.64799 10.88648 -30.10125
F 16.06289 9.97024 -28.74768
S 13.62256 9.00096 -28.59212
O 12.94543 8.80871 -29.83996
O 14.30268 7.88371 -28.01722
N 12.45871 9.75013 -27.50910
S 13.00841 9.56706 -25.97547
O 14.42622 9.69161 -25.85358
O 12.20725 10.42543 -25.13535
C 12.50571 7.80483 -25.44373
F 12.05855 7.10829 -26.48277
F 13.54378 7.20761 -24.90344
F 11.53589 7.90770 -24.54692
C 11.01552 13.61393 -23.61626
C 12.44547 13.57541 -24.14470
C 12.52211 13.92439 -25.63772
C 11.84038 13.01142 -26.54079
N 11.32229 12.29785 -27.26840
H 10.71764 14.59585 -23.24690
H 10.85971 12.89463 -22.81420
H 10.28627 13.34937 -24.38995
H 12.85717 12.57901 -23.99624
H 13.05712 14.31516 -23.63255
H 13.56492 13.94016 -25.96938
H 12.11327 14.92310 -25.81262
C 9.80261 10.15827 -22.69142
C 8.95845 8.95190 -23.04359
C 8.21199 9.08197 -24.36993
C 9.08133 9.26884 -25.53152
N 9.76084 9.41666 -26.43842
H 10.48255 10.40729 -23.50906
H 10.39303 9.96304 -21.79728
H 9.19583 11.04287 -22.49184
H 8.17702 8.78100 -22.29750
H 9.51179 8.01132 -23.03021
H 7.55699 9.96103 -24.40386
H 7.56486 8.23425 -24.60643
C 12.27530 8.87159 -32.92344
C 11.92329 10.27361 -33.42919
C 12.40610 11.40036 -32.52236
C 11.84127 11.27358 -31.17301
N 11.39967 11.16180 -30.12594
H 12.14371 8.15647 -33.73249
H 11.60445 8.59073 -32.10907
H 13.28516 8.82401 -32.51822
H 10.85341 10.35850 -33.62408
H 12.38557 10.41863 -34.40848
H 12.05832 12.35367 -32.92369
H 13.48801 11.41279 -32.38787
C 9.58450 6.30878 -32.61769
C 8.73537 6.00648 -31.39245
C 9.45014 6.01359 -30.04449
C 9.86495 7.33404 -29.56495
N 10.26887 8.32924 -29.17289
H 9.00625 6.21583 -33.53517
H 10.47635 5.68422 -32.60760
H 9.87145 7.36466 -32.62813
H 8.27117 5.02507 -31.51999
H 7.87708 6.67707 -31.34009
H 10.35740 5.40200 -30.05537
H 8.78724 5.54405 -29.31660
*
```

## Properties
Kohn-Sham gap (alpha / beta)	8.7505 / 9.8495	eV
E_HOMO (alpha / beta)	-13.87 / -13.89	eV

=====

Entry 4:
ORCA calculation (the ωB97M-V functional and the def2-TZVPD basis) on a 2-piece molecular cluster, C4H6N overall in a non-equilibrium geometry.

The geometry in ORCA input format:
```
! RIJCOSX wB97M-V def2-TZVPD def2/J DEFGRID3
* xyz 1 1
C 2.26926 0.86445 -2.11707
C 1.35818 0.56549 -1.41567
C -0.90524 0.33486 0.61724
C -0.29912 -1.02126 0.69281
N -0.44968 -0.34441 -0.55136
H 3.12928 1.25040 -2.60797
H -1.97445 0.47945 0.73340
H -0.32639 1.18857 0.95309
H 0.70416 -1.13077 1.08681
H -0.92415 -1.89484 0.84903
H -0.97217 -0.61820 -1.37299
*
```

## Properties
Kohn-Sham gap (alpha / beta)	8.0985 / 8.0991	eV
E_HOMO (alpha / beta)	-15.97 / -15.97	eV

=====

Please write out number 1 again, unchanged.
ORCA calculation (the ωB97M-V functional and the def2-TZVPD basis) on C23H17BrCuN4 as an isolated structure in a non-equilibrium geometry.

The geometry in ORCA input format:
```
! RIJCOSX wB97M-V def2-TZVPD def2/J DEFGRID3
* xyz 0 2
Cu 0.41567 0.29932 -0.71553
C -2.70695 -2.21459 -2.66872
C -1.83429 -1.15844 -2.57584
N -0.75000 -1.14991 -1.77820
C -0.45565 -2.20281 -0.97772
C -1.30535 -3.34486 -1.05675
C -2.42962 -3.32923 -1.89775
C -1.04021 -4.50225 -0.32564
C 0.08552 -4.55866 0.46770
C 0.91751 -3.44300 0.56564
C 0.66837 -2.21200 -0.08580
N 1.49956 -1.10887 0.01043
C 1.90533 -0.60971 1.23165
C 2.62028 -1.37428 2.18019
C 2.96222 -0.90661 3.44887
C 2.66519 0.39504 3.79617
C 2.10187 1.24633 2.84514
C 1.90779 2.59636 3.17776
C 1.41480 3.48201 2.23569
C 1.14381 2.97968 0.98554
N 1.31354 1.68906 0.64348
C 1.75189 0.77785 1.54570
H -3.56706 -2.17461 -3.32267
H -1.97509 -0.25039 -3.15182
H -3.08810 -4.18994 -1.95607
H -1.68406 -5.37182 -0.39468
H 0.33895 -5.46516 1.00646
H 1.80937 -3.59165 1.15211
H 2.97699 -2.36220 1.92562
H 3.47246 -1.56357 4.14430
H 2.92884 0.75396 4.78507
H 2.15521 2.96182 4.16948
H 1.26025 4.52763 2.46340
H 0.76766 3.61006 0.18747
Br -2.85982 0.02988 -1.02823
C -2.02948 1.63987 -1.59033
C -2.82009 2.65301 -2.11429
C -2.19938 3.83007 -2.52345
C -0.82029 3.95184 -2.39517
C -0.11479 2.88599 -1.86033
N -0.68830 1.73292 -1.45506
H -3.89444 2.53762 -2.20566
H -2.78674 4.64447 -2.93837
H -0.30630 4.85539 -2.70444
H 0.96389 2.93296 -1.73998
H -0.69096 0.07141 0.49461
*
```

## Properties
Kohn-Sham gap (alpha / beta)	6.3235 / 6.4427	eV
E_HOMO (alpha / beta)	-6.35 / -6.56	eV